[1]
The following is a DFT calculation (ωB97M-V/def2-TZVPD) of 8 unconnected molecules or ions with the total composition H18NO7 at a distorted geometry.

```
! RIJCOSX wB97M-V def2-TZVPD def2/J DEFGRID3
* xyz 1 1
N 23.83769 25.89381 4.76219
H 24.21211 25.56714 5.64151
H 22.85420 25.67731 4.68489
H 24.30435 25.40684 4.01039
H 23.88782 26.89668 4.65348
O 25.06048 24.97225 2.57370
H 25.54377 24.21936 2.91401
H 24.72055 24.67732 1.72890
O 25.94691 22.97454 4.45102
H 26.78891 22.71204 4.82297
H 25.37971 22.21454 4.58105
O 21.81055 28.57628 5.43334
H 21.80531 29.33905 4.85507
H 20.89291 28.30917 5.48656
O 24.83821 24.49865 6.88544
H 24.62281 23.56603 6.87823
H 25.77483 24.52713 7.08078
O 21.67359 24.72856 7.35324
H 20.98505 25.03086 7.94549
H 21.20553 24.27165 6.65441
O 21.38853 25.46872 4.06853
H 20.69379 25.76746 3.48174
H 21.25534 24.52326 4.13636
O 25.54147 28.10295 3.81024
H 26.49275 28.18976 3.87162
H 25.20876 28.98491 3.97660
*
```

## Properties
* HOMO-LUMO gap: 11.6 eV
* E_tot: -16109.6977 eV
* HOMO: -14.49 eV
* maximum force: 0.0200 hartree/bohr

Here are the Mulliken charges for atoms 1 to 4, given in e: -0.195, 0.384, 0.318, 0.285

***

[2]
The following is a DFT calculation (ωB97M-V/def2-TZVPD) of 8 unconnected molecules or ions with the total composition H18NO7 at a distorted geometry.

```
! RIJCOSX wB97M-V def2-TZVPD def2/J DEFGRID3
* xyz 1 1
N -32.09704 13.43471 42.07292
H -32.26518 13.15322 43.15684
H -31.76835 12.61161 41.53803
H -31.29756 14.03125 42.17359
H -32.88445 13.85544 41.75106
O -32.98855 12.56351 39.18918
H -33.16351 13.51865 39.07837
H -32.22054 12.30173 38.65319
O -35.69849 14.12713 41.29803
H -35.55643 14.95691 41.70795
H -35.84159 14.23747 40.35106
O -30.08622 11.49539 43.64460
H -29.11016 11.36002 43.36731
H -30.11322 11.43808 44.60879
O -31.62459 16.56761 42.24735
H -30.75734 16.98448 42.19978
H -31.66450 16.38867 43.30872
O -33.63871 13.29893 44.26833
H -33.89675 14.17803 44.44402
H -34.48685 13.13527 44.04126
O -30.73224 14.61750 44.98680
H -29.91612 15.12987 45.25229
H -31.09386 13.88205 45.56866
O -30.59684 14.18242 39.60162
H -30.06290 13.31688 39.71192
H -30.09443 14.86200 39.73049
*
```

## Properties
* HOMO-LUMO gap: 11.4 eV
* E_tot: -16107.4008 eV
* HOMO: -14.56 eV
* maximum force: 0.1865 hartree/bohr

Here are the Mulliken charges for atoms 1 to 4, given in e: -0.389, 0.411, 0.343, 0.384

***

[3]
The following is a DFT calculation (ωB97M-V/def2-TZVPD) of a molecular structure, H18O29S5Zn4 at a distorted geometry.

```
! RIJCOSX wB97M-V def2-TZVPD def2/J DEFGRID3
* xyz -2 1
Zn -2.14203 -3.89305 0.98263
Zn -3.30783 3.34946 -2.77097
Zn 3.05529 0.08391 -2.97481
Zn 2.64428 1.21182 4.32611
S -0.36039 0.83011 0.68422
O -1.16795 1.73946 -0.10757
O 0.13140 1.50357 1.90584
O -1.21843 -0.34287 1.01494
O 0.81996 0.40592 -0.03837
S 6.31256 0.71626 0.72130
O 7.37912 1.74163 0.92529
O 5.29676 0.88277 1.73580
O 5.74245 0.82552 -0.60355
O 6.88068 -0.64560 0.85875
S 2.08347 -3.93406 3.61922
O 3.42216 -4.12302 3.05818
O 1.97580 -4.76448 4.85642
O 1.95356 -2.55341 4.00586
O 1.02760 -4.37103 2.68613
S -1.14781 -0.05123 -5.88049
O -0.06781 -0.56938 -5.05878
O -0.68647 0.05108 -7.24846
O -2.23993 -1.05286 -5.80420
O -1.63455 1.18222 -5.32677
S 4.83553 -4.61806 -3.11528
O 5.67687 -4.78239 -1.94651
O 4.14321 -3.37596 -2.86630
O 5.58670 -4.34917 -4.36138
O 3.91475 -5.73223 -3.28452
O -5.54498 0.58885 1.96987
H -5.98152 0.21053 1.20663
H -4.70440 0.13330 2.01588
O 2.47255 3.53250 -2.73139
H 1.71894 4.09953 -2.89503
H 2.91770 3.93432 -1.98533
O 0.46261 1.26005 7.05149
H 0.35070 1.73342 7.87589
H -0.21826 0.58742 7.06664
O -5.25983 -3.55252 -0.17821
H -6.02902 -4.02585 0.13888
H -5.55804 -3.11787 -0.97720
O -3.46042 -3.66422 4.09651
H -4.29341 -4.02465 4.40057
H -3.09985 -3.21518 4.86109
O -0.71596 5.47380 2.77777
H -1.61450 5.42651 3.10427
H -0.46350 4.56131 2.63684
O -1.02791 5.79922 -3.42994
H -0.67163 6.51670 -2.90601
H -0.96343 6.10715 -4.33396
O -4.53417 5.53480 -0.81330
H -4.90623 6.33746 -1.17871
H -4.95442 5.44307 0.04180
O -1.01368 -3.74844 -2.22427
H -1.46310 -4.12734 -2.97971
H -0.35321 -3.16881 -2.60382
*
```

## Properties
* HOMO-LUMO gap: 2.0 eV
* E_tot: -307492.3044 eV
* HOMO: -3.45 eV
* maximum force: 0.0561 hartree/bohr

Here are the Mulliken charges for atoms 1 to 4, given in e: 0.452, 0.159, 0.648, 0.336

***

[4]
The following is a DFT calculation (ωB97M-V/def2-TZVPD) of 9 unconnected molecules or ions with the total composition H18O9 at a distorted geometry.

```
! RIJCOSX wB97M-V def2-TZVPD def2/J DEFGRID3
* xyz 0 1
O -0.91267 -0.17730 -0.37619
H -0.21667 0.44770 -0.16619
H -0.72767 -0.49830 -1.26419
O 1.74133 0.77670 -1.85919
H 2.13833 0.96070 -2.71419
H 1.91033 -0.11830 -1.64619
O -0.12367 2.54370 0.87581
H 0.79733 2.58170 0.52681
H -0.76167 3.01170 0.30381
O 2.41133 2.54870 0.02581
H 2.28133 3.45370 -0.32119
H 2.31233 1.86270 -0.63919
O -2.44967 -1.69730 1.12581
H -2.39367 -1.14230 1.91981
H -1.94467 -1.23030 0.46581
O 0.10533 -3.48730 -1.82019
H 0.82533 -2.97130 -2.04719
H -0.04367 -3.21430 -0.91319
O 1.37433 -0.14830 1.13181
H 2.32033 0.14570 1.10881
H 0.93533 0.26170 1.88581
O 0.18333 -2.79630 0.91781
H 0.37733 -1.87330 0.94681
H -0.75867 -2.93330 1.18081
O -3.07367 1.57770 0.64981
H -2.43467 1.00970 0.22981
H -3.87267 1.10570 0.47181
*
```

## Properties
* HOMO-LUMO gap: 10.6 eV
* E_tot: -18720.1354 eV
* HOMO: -10.96 eV
* SMILES string: O.O.O.O.O.O.O.O.O
* maximum force: 0.0569 hartree/bohr

Here are the Mulliken charges for atoms 1 to 4, given in e: -0.635, 0.254, 0.265, -0.660

***

[5]
The following is a DFT calculation (ωB97M-V/def2-TZVPD) of a molecular structure, H18O9 at a distorted geometry.

```
! RIJCOSX wB97M-V def2-TZVPD def2/J DEFGRID3
* xyz 0 1
O 1.48142 -2.06699 0.13996
H 1.55853 -1.12974 0.31840
H 1.63725 -2.48604 0.98633
O -1.97757 1.23372 -0.17637
H -2.25412 0.55956 -0.79707
H -2.76505 1.75559 -0.02224
O -1.22069 -1.85591 -0.25549
H -0.68223 -2.38164 -0.84703
H -0.80711 -0.99268 -0.25788
O 1.41332 -0.53961 -2.26487
H 1.91473 -1.35441 -2.29524
H 1.18760 -0.43102 -1.34102
O -1.28218 2.24740 -1.58668
H -1.52072 1.56759 -0.95644
H -2.09332 2.73400 -1.73329
O 2.50582 0.03560 1.18283
H 2.81785 -0.82902 1.44986
H 1.55164 -0.03272 1.21638
O 0.69791 -0.61519 1.39188
H 0.82449 -0.48304 2.33143
H -0.19234 -0.95852 1.31561
O -0.50274 1.80686 1.30707
H -1.38917 1.78674 0.94640
H 0.06669 1.87451 0.54065
O -0.27952 -0.10442 -0.45634
H 0.26385 0.08504 0.30856
H -0.95435 0.57434 -0.44539
*
```

## Properties
* HOMO-LUMO gap: 9.3 eV
* E_tot: -18702.2726 eV
* HOMO: -10.09 eV
* maximum force: 0.3848 hartree/bohr

Here are the Mulliken charges for atoms 1 to 4, given in e: -0.665, 0.151, 0.376, -0.687

***

[6]
The following is a DFT calculation (ωB97M-V/def2-TZVPD) of 9 unconnected molecules or ions with the total composition H18O9 at a distorted geometry.

```
! RIJCOSX wB97M-V def2-TZVPD def2/J DEFGRID3
* xyz 0 1
O -26.78031 8.25062 -5.61187
H -26.59523 8.27705 -6.57421
H -26.88280 9.11029 -5.29320
O -25.10237 10.81472 -7.76804
H -26.02999 10.48542 -7.93612
H -24.65201 10.30707 -8.40793
O -25.76328 8.33386 -8.30838
H -26.02602 7.41569 -8.21863
H -25.40103 8.37696 -9.19075
O -26.64126 8.05941 -2.03797
H -26.93968 8.69956 -2.67895
H -27.23328 8.13840 -1.32285
O -24.14074 10.39594 -5.27558
H -24.28081 10.70691 -6.18215
H -24.31906 9.46483 -5.28070
O -28.09244 6.00170 -4.55837
H -28.35800 5.36019 -5.15763
H -27.64893 6.63734 -5.06529
O -23.68537 7.92991 -6.63601
H -22.99442 8.45043 -6.96741
H -24.31173 8.13796 -7.28988
O -26.07441 5.94833 -7.22876
H -25.36636 5.73604 -7.79435
H -25.67811 6.28829 -6.48155
O -27.07854 10.75819 -4.43600
H -26.16472 10.99232 -4.57797
H -27.26511 11.25078 -3.60166
*
```

## Properties
* HOMO-LUMO gap: 10.1 eV
* E_tot: -18719.4320 eV
* HOMO: -10.47 eV
* SMILES string: O.O.O.O.O.O.O.O.O
* maximum force: 0.0694 hartree/bohr

Here are the Mulliken charges for atoms 1 to 4, given in e: -0.601, 0.354, 0.250, -0.640

***

[7]
The following is a DFT calculation (ωB97M-V/def2-TZVPD) of a molecular structure, H18O9 at a distorted geometry.

```
! RIJCOSX wB97M-V def2-TZVPD def2/J DEFGRID3
* xyz 0 1
O -9.69614 -13.33274 -13.29810
H -8.74655 -13.41782 -13.38340
H -9.91296 -13.83818 -12.51469
O -11.27351 -13.40997 -14.73255
H -10.86888 -13.51162 -13.87106
H -10.78514 -12.69720 -15.14448
O -14.01668 -12.81597 -11.55267
H -14.47638 -12.09573 -11.98414
H -13.28090 -13.01264 -12.13247
O -12.90155 -12.53599 -13.38511
H -13.11834 -11.65914 -13.70194
H -12.38356 -12.92461 -14.09002
O -12.17642 -13.93623 -9.83690
H -11.26058 -14.05985 -9.58752
H -12.13659 -13.51366 -10.69485
O -11.70772 -12.94098 -11.56856
H -11.77322 -13.28318 -12.46011
H -11.70570 -11.98984 -11.67614
O -9.96488 -14.16924 -11.52428
H -9.42800 -14.73674 -10.97117
H -9.85863 -13.29605 -11.14682
O -11.71930 -14.72416 -12.54928
H -11.07878 -14.34787 -11.94565
H -11.38785 -15.60300 -12.73370
O -12.40107 -10.37407 -11.48714
H -12.44507 -9.65612 -12.11867
H -11.53915 -10.28371 -11.08072
*
```

## Properties
* HOMO-LUMO gap: 8.0 eV
* E_tot: -18706.9050 eV
* HOMO: -8.59 eV
* maximum force: 0.2884 hartree/bohr

Here are the Mulliken charges for atoms 1 to 4, given in e: -0.684, 0.249, 0.723, -0.818

***

[8]
The following is a DFT calculation (ωB97M-V/def2-TZVPD) of 9 unconnected molecules or ions with the total composition H18O9.

```
! RIJCOSX wB97M-V def2-TZVPD def2/J DEFGRID3
* xyz 0 1
O 0.49515 -0.91967 0.71987
H 0.55522 0.02552 0.54099
H -0.36196 -1.17266 0.35883
O -0.93162 3.86605 -1.28852
H -1.43676 3.93877 -0.47087
H -0.20365 3.27607 -1.06275
O -3.32628 1.30094 -0.43164
H -4.21660 0.95552 -0.56206
H -3.20926 1.29245 0.52504
O -4.76943 -1.05879 0.70064
H -4.61180 -0.68336 -0.17298
H -5.00865 -1.97529 0.52234
O 4.34570 -1.38420 0.17589
H 4.55170 -1.06815 -0.71105
H 5.18060 -1.30873 0.65154
O 2.09779 1.47610 0.13340
H 2.65399 1.00815 -0.49958
H 1.36654 1.80960 -0.39861
O 3.89150 -0.87718 -2.35705
H 3.61078 -1.69452 -1.93028
H 3.51937 -0.18285 -1.80169
O -3.02388 -2.65339 -0.98966
H -3.02360 -3.48832 -0.50812
H -2.84320 -1.99194 -0.31229
O 1.84352 0.70541 3.25219
H 1.27534 1.01753 2.53893
H 1.57951 -0.21306 3.37748
*
```

## Properties
* HOMO-LUMO gap: 10.8 eV
* E_tot: -18718.6855 eV
* HOMO: -10.99 eV
* SMILES string: O.O.O.O.O.O.O.O.O
* maximum force: 0.0106 hartree/bohr

Here are the Mulliken charges for atoms 1 to 4, given in e: -0.590, 0.295, 0.305, -0.609

***

[9]
The following is a DFT calculation (ωB97M-V/def2-TZVPD) of 9 unconnected molecules or ions with the total composition H18O9.

```
! RIJCOSX wB97M-V def2-TZVPD def2/J DEFGRID3
* xyz 0 1
O -0.01503 0.83577 -0.21649
H -0.80348 0.63041 0.29845
H -0.19796 0.46047 -1.08521
O 3.61608 -0.91784 -1.62716
H 4.08553 -1.58909 -2.13512
H 2.96163 -1.41775 -1.12640
O -1.28235 3.33026 -1.24540
H -1.87793 3.12564 -0.51574
H -1.86808 3.43667 -2.00342
O -2.43143 -2.96958 1.15187
H -1.49593 -2.80530 1.31570
H -2.71153 -3.50164 1.90516
O -1.57241 4.67127 1.57759
H -2.11893 5.38832 1.91840
H -1.81666 4.61214 0.64709
O 1.72231 -3.40401 2.50291
H 1.56084 -2.45529 2.44962
H 2.60983 -3.47042 2.87289
O 0.81832 -1.59701 4.76541
H 0.87420 -1.13619 3.92071
H -0.11926 -1.79910 4.86073
O -1.45162 1.03547 -3.18044
H -1.60431 1.96075 -3.40302
H -1.21965 1.05446 -2.24513
O 1.14850 -0.89988 -3.81974
H 1.95812 -0.83740 -3.30050
H 1.23121 -1.74116 -4.28277
*
```

## Properties
* HOMO-LUMO gap: 11.2 eV
* E_tot: -18718.6481 eV
* HOMO: -11.21 eV
* SMILES string: O.O.O.O.O.O.O.O.O
* maximum force: 0.0103 hartree/bohr

Here are the Mulliken charges for atoms 1 to 4, given in e: -0.623, 0.323, 0.287, -0.664

***

[10]
The following is a DFT calculation (ωB97M-V/def2-TZVPD) of 9 unconnected molecules or ions with the total composition H19O9 at a distorted geometry.

```
! RIJCOSX wB97M-V def2-TZVPD def2/J DEFGRID3
* xyz 1 1
O -0.70905 1.34746 2.81946
H -1.01875 2.03476 3.41917
H -1.47098 0.66288 2.64861
O 2.07697 -0.48874 1.08041
H 2.09359 -0.86837 -1.17578
O -1.99182 -0.02660 1.35643
H -1.55331 -0.89906 1.39038
H -1.87890 0.38820 0.49533
O 1.42283 1.99054 1.22521
H 0.63734 1.80519 1.79000
H 1.83166 2.76981 1.62846
O 1.62538 -0.97292 -2.02968
H 0.17171 -1.81044 -2.10771
H 2.22967 -0.89945 -2.77805
O -0.09316 1.91956 -2.30508
H -0.04492 2.43939 -1.48037
H 0.62090 1.28134 -2.15600
O -0.41796 -2.04437 0.87250
H -0.70535 -2.94331 1.10581
H 0.38615 -1.80783 1.36887
O -1.89690 0.20791 -1.75997
H -1.31043 1.05113 -1.87551
H -2.73576 0.30285 -2.22316
O -0.68843 -2.08804 -1.67654
H -0.49902 -1.93235 -0.62970
H -1.27200 -1.19183 -1.69316
H 2.14839 0.39692 1.55309
H 3.04212 -0.62464 1.13697
*
```

## Properties
* HOMO-LUMO gap: 10.8 eV
* E_tot: -18730.2282 eV
* HOMO: -13.87 eV
* maximum force: 0.0537 hartree/bohr

Here are the Mulliken charges for atoms 1 to 4, given in e: -0.702, 0.273, 0.357, -0.639

***

[11]
The following is a DFT calculation (ωB97M-V/def2-TZVPD) of 9 unconnected molecules or ions with the total composition H19O9 at a distorted geometry.

```
! RIJCOSX wB97M-V def2-TZVPD def2/J DEFGRID3
* xyz 1 1
O 31.08300 21.65400 51.69900
H 31.95500 22.12900 51.69700
H 31.20800 21.08200 52.51100
H 30.31000 22.31600 51.56400
O 32.01400 20.52400 53.45800
H 32.56900 20.78300 54.36900
H 31.69700 19.85000 53.98900
O 34.01500 18.50800 53.24900
H 33.26600 19.28100 53.20600
H 33.80800 18.12800 54.05800
O 28.73700 19.83400 52.21400
H 28.99100 19.06200 52.74700
H 28.62300 19.38000 51.22400
O 28.99600 23.29800 50.76300
H 28.16200 23.45800 51.16700
H 29.22400 24.06200 50.16400
O 29.61200 22.96000 53.08200
H 29.90400 23.23000 53.93100
H 29.04000 23.69900 52.61700
O 32.09100 23.34100 49.16900
H 33.02800 23.10100 48.68400
H 31.76300 24.13700 48.81200
O 33.31500 22.86000 52.24800
H 33.40000 23.47800 53.07600
H 34.06000 22.74900 51.75800
O 32.45200 19.02500 50.43700
H 31.87700 18.27600 50.50400
H 31.97300 19.49000 49.90400
*
```

## Properties
* HOMO-LUMO gap: 10.3 eV
* E_tot: -18726.0027 eV
* HOMO: -13.77 eV
* maximum force: 0.1658 hartree/bohr

Here are the Mulliken charges for atoms 1 to 4, given in e: -0.408, 0.429, 0.483, 0.514

***

[12]
The following is a DFT calculation (ωB97M-V/def2-TZVPD) of 2 unconnected molecules or ions with the total composition H2 at a distorted geometry.

```
! RIJCOSX wB97M-V def2-TZVPD def2/J DEFGRID3
* xyz 0 1
H 0.42115 0.47039 0.82209
H -0.42115 -0.47039 -0.82209
*
```

## Properties
* HOMO-LUMO gap: 7.9 eV
* E_tot: -26.3559 eV
* HOMO: -10.30 eV
* maximum force: 0.0559 hartree/bohr

Atomic charges from the Mulliken analysis, expressed in e, are listed below: 0.000, 0.000